1.
This record from OMol25 describes 3 unconnected molecules or ions with the total composition C16H41BBrN2O15P4. The level of theory is the ωB97M-V functional and the def2-TZVPD basis.

Positions of all 80 atoms, in Å:
1 C -4.718 -1.524 0.057
2 C -4.757 0.055 0.321
3 C -3.338 0.522 0.857
4 N -2.467 1.145 -0.160
5 C -1.872 0.185 -1.120
6 C -1.244 -1.171 -0.623
7 O 0.049 -1.051 -0.010
8 C 0.011 -0.308 1.217
9 O -2.850 0.110 -2.166
10 B -2.873 1.287 -3.037
11 C -3.482 0.695 -4.444
12 C -2.432 0.492 -5.590
13 C -2.555 -0.872 -6.422
14 N -1.515 1.342 -5.927
15 P -3.944 2.834 -2.546
16 O -3.007 3.807 -1.459
17 Br -4.192 4.232 -4.366
18 O -1.478 1.777 -2.980
19 C -0.787 1.117 -1.917
20 P 0.600 0.258 -2.850
21 O 0.243 -1.072 -3.491
22 O 1.041 1.287 -4.128
23 O 1.969 0.195 -1.850
24 H -5.703 -1.899 -0.364
25 H -3.950 -1.778 -0.736
26 H -4.469 -2.090 1.003
27 H -4.972 0.517 -0.679
28 H -5.590 0.323 1.041
29 H -2.883 -0.337 1.426
30 H -3.544 1.328 1.633
31 H -1.767 1.711 0.318
32 H -1.110 -1.865 -1.507
33 H -1.914 -1.746 0.092
34 H 0.994 -0.504 1.750
35 H -0.797 -0.615 1.934
36 H 0.013 0.812 1.025
37 H -4.329 1.320 -4.859
38 H -3.938 -0.314 -4.190
39 H -3.282 -1.546 -5.875
40 H -1.538 -1.346 -6.442
41 H -3.000 -0.699 -7.441
42 H -1.012 0.887 -6.707
43 H -3.571 4.546 -1.190
44 H -0.277 1.871 -1.237
45 H 0.861 2.212 -3.886
46 H 2.378 -0.682 -1.922
47 C 6.108 4.554 0.565
48 O 4.757 4.652 0.141
49 P 3.534 4.161 1.241
50 O 4.165 4.848 2.450
51 O 3.998 2.590 1.093
52 C 4.000 2.015 -0.226
53 O 2.111 3.684 2.069
54 C 2.240 3.193 3.393
55 H 6.735 4.542 -0.329
56 H 6.376 5.423 1.166
57 H 6.287 3.636 1.128
58 H 5.037 1.850 -0.531
59 H 3.516 2.668 -0.953
60 H 3.482 1.061 -0.199
61 H 2.337 4.025 4.093
62 H 3.090 2.517 3.488
63 H 1.325 2.648 3.635
64 C 0.954 -4.836 1.697
65 O 0.822 -5.596 2.898
66 P 0.882 -4.707 4.359
67 O -0.023 -3.614 3.811
68 O 2.480 -4.390 4.114
69 C 3.368 -5.508 3.992
70 O 0.987 -4.047 5.937
71 C 1.133 -2.641 6.066
72 H 1.261 -5.517 0.901
73 H -0.005 -4.396 1.426
74 H 1.711 -4.056 1.796
75 H 3.712 -5.567 2.957
76 H 2.878 -6.447 4.256
77 H 4.226 -5.353 4.643
78 H 0.164 -2.153 5.954
79 H 1.843 -2.244 5.339
80 H 1.505 -2.436 7.072

Output
Molecular weight in Da: 716.12
Multiplicity: 1
Charge: -1
Highest occupied orbital energy in eV: -3.947
Total energy in Ha: -5836.6436
E_LUMO in eV: -1.57
Frontier orbital gap in Ha: 0.0875

Results of the Mulliken charge analysis, in e, for atoms 1 through 4:
1 C -0.788
2 C -0.299
3 C -0.324
4 N 0.209

---

2.
This record from OMol25 describes 10 unconnected molecules or ions with the total composition C33H61Br8NO5. The level of theory is the ωB97M-V functional and the def2-TZVPD basis.

Positions of all 108 atoms, in Å:
1 C 19.999 16.471 -19.715
2 C 21.166 16.257 -19.002
3 C 21.500 14.961 -18.658
4 N 20.765 13.904 -18.976
5 C 19.628 14.127 -19.627
6 C 19.227 15.377 -20.078
7 H 19.723 17.479 -20.004
8 H 21.830 17.087 -18.798
9 H 22.418 14.756 -18.116
10 H 19.061 13.241 -19.886
11 H 18.355 15.486 -20.712
12 C 10.094 14.607 -23.429
13 C 11.459 14.786 -24.097
14 C 12.358 15.236 -22.917
15 O 11.517 15.389 -21.780
16 C 10.191 15.567 -22.253
17 H 9.984 13.595 -23.036
18 H 9.251 14.804 -24.091
19 H 11.434 15.608 -24.814
20 H 11.802 13.891 -24.609
21 H 12.882 16.172 -23.132
22 H 13.116 14.477 -22.701
23 H 10.025 16.608 -22.563
24 H 9.501 15.329 -21.446
25 C 11.301 11.121 -21.780
26 C 12.138 10.777 -20.540
27 C 12.977 9.566 -20.983
28 O 12.924 9.530 -22.402
29 C 11.664 10.044 -22.793
30 H 11.620 12.111 -22.117
31 H 10.226 11.183 -21.614
32 H 11.581 10.526 -19.636
33 H 12.802 11.590 -20.247
34 H 12.603 8.624 -20.567
35 H 14.018 9.670 -20.668
36 H 10.941 9.221 -22.824
37 H 11.766 10.475 -23.790
38 C 17.118 17.314 -17.548
39 C 15.758 17.328 -16.825
40 C 16.155 17.259 -15.357
41 O 17.315 16.442 -15.347
42 C 18.101 16.832 -16.463
43 H 17.410 18.290 -17.932
44 H 17.095 16.630 -18.399
45 H 15.142 16.468 -17.091
46 H 15.188 18.225 -17.077
47 H 15.376 16.740 -14.792
48 H 16.310 18.217 -14.849
49 H 18.740 16.025 -16.813
50 H 18.741 17.672 -16.159
51 C 13.909 10.081 -16.603
52 C 14.980 9.893 -17.679
53 C 14.863 8.416 -18.083
54 O 13.582 7.971 -17.626
55 C 13.269 8.688 -16.450
56 H 13.186 10.855 -16.861
57 H 14.327 10.413 -15.647
58 H 16.002 10.115 -17.370
59 H 14.771 10.517 -18.549
60 H 15.617 7.783 -17.599
61 H 14.896 8.223 -19.153
62 H 13.655 8.163 -15.569
63 H 12.184 8.763 -16.379
64 C 14.743 18.366 -22.023
65 C 15.217 18.666 -20.604
66 C 16.747 18.507 -20.723
67 O 17.065 18.474 -22.126
68 C 15.913 18.893 -22.853
69 H 13.835 18.845 -22.388
70 H 14.686 17.285 -22.153
71 H 14.803 18.010 -19.839
72 H 14.929 19.689 -20.358
73 H 17.146 17.565 -20.352
74 H 17.234 19.363 -20.248
75 H 15.977 18.475 -23.855
76 H 15.882 19.991 -22.876
77 Br 13.246 13.685 -18.199
78 C 14.016 14.409 -19.832
79 C 15.518 14.416 -19.765
80 Br 16.244 12.627 -19.903
81 H 13.631 15.428 -19.847
82 H 13.631 13.890 -20.704
83 H 15.860 14.866 -18.835
84 H 15.916 14.997 -20.597
85 Br 14.313 13.949 -14.310
86 C 16.183 13.456 -14.645
87 C 16.329 13.212 -16.111
88 Br 18.201 12.991 -16.554
89 H 16.378 12.594 -14.018
90 H 16.771 14.314 -14.334
91 H 15.970 14.074 -16.668
92 H 15.771 12.350 -16.468
93 Br 14.288 12.105 -24.701
94 C 15.273 10.495 -24.258
95 C 16.003 10.666 -22.957
96 Br 16.975 9.010 -22.614
97 H 15.935 10.227 -25.077
98 H 14.544 9.695 -24.163
99 H 15.337 10.877 -22.128
100 H 16.770 11.436 -22.975
101 Br 20.050 16.192 -25.554
102 C 18.746 15.923 -24.144
103 C 17.421 15.616 -24.782
104 Br 16.115 15.209 -23.409
105 H 18.714 16.859 -23.592
106 H 19.056 15.114 -23.490
107 H 17.496 14.712 -25.385
108 H 17.024 16.376 -25.448

Output
Molecular weight in Da: 1191.09
Multiplicity: 1
Highest occupied orbital energy in eV: -9.524
Total energy in Ha: -22317.0212
E_LUMO in eV: 0.31
Frontier orbital gap in Ha: 0.3615

Results of the Mulliken charge analysis, in e, for atoms 1 through 4:
1 C -0.363
2 C -0.456
3 C -0.398
4 N -0.496

---

3.
This record from OMol25 describes 3 unconnected molecules or ions with the total composition C5H17NO2S. The level of theory is the ωB97M-V functional and the def2-TZVPD basis.

Positions of all 26 atoms, in Å:
1 C -0.146 0.620 3.182
2 N -0.182 0.511 1.741
3 C 0.332 -0.795 1.216
4 C 1.627 -1.311 1.836
5 C 0.568 -0.537 -0.307
6 C -0.562 -1.359 -1.007
7 S -0.460 -1.191 -2.818
8 H -0.384 1.578 3.643
9 H 0.873 0.376 3.588
10 H -0.711 -0.149 3.698
11 H 0.243 1.333 1.323
12 H -0.483 -1.516 1.284
13 H 1.638 -1.289 2.931
14 H 2.428 -0.870 1.242
15 H 1.794 -2.393 1.880
16 H 1.591 -0.693 -0.679
17 H 0.288 0.492 -0.617
18 H -1.458 -0.809 -0.680
19 H -0.549 -2.389 -0.642
20 H 0.666 -1.773 -3.177
21 O -2.004 1.513 -1.219
22 H -1.555 1.301 -0.392
23 H -1.965 2.488 -1.192
24 O 1.091 2.830 0.033
25 H 1.006 3.778 0.137
26 H 2.038 2.700 -0.114

Output
Molecular weight in Da: 155.26
Multiplicity: 1
Highest occupied orbital energy in eV: -8.550
Total energy in Ha: -804.0680
E_LUMO in eV: 0.29
Frontier orbital gap in Ha: 0.3249

Results of the Mulliken charge analysis, in e, for atoms 1 through 4:
1 C -1.087
2 N -0.167
3 C 0.447
4 C -1.379